# 1
The following is a DFT calculation (ωB97M-V with the def2-TZVPD basis set) of C3H5FO as an isolated structure at a distorted geometry.

CARTESIAN COORDINATES (ANGSTROEM)
C 0.42607 0.37778 -0.43636
C -1.26729 -0.81033 0.67862
C 1.04006 -0.48971 -1.21208
O -0.27241 -0.01254 0.68333
F -1.75065 -1.24140 -0.66638
H 0.45959 1.49672 -0.64790
H -0.31773 1.02822 2.57464
H -1.00350 1.32592 2.27905
H 1.25956 -1.53441 -1.04986
H 1.42631 -0.14025 -2.20307

As for the energy above the lowest of the compared OMol25 structures with the same formula, charge and spin: 104.4 kcal per mole. As for the spin multiplicity: 1. The value obtained for the gap between HOMO and LUMO is 0.393 Eh.

***

# 2
The following is a DFT calculation (ωB97M-V with the def2-TZVPD basis set) of an isolated ion of composition C12H18N and charge +1 at a distorted geometry.

CARTESIAN COORDINATES (ANGSTROEM)
C -0.46588 -0.65647 3.16092
C -1.06082 -1.52244 2.32906
C -2.49068 -1.71260 2.32636
C -0.36241 -2.38774 1.32323
C -0.64367 -1.82344 -0.18105
C -0.29738 -0.36118 -0.37071
C -1.21868 0.62083 -0.06349
C -0.90178 1.98482 -0.28062
C 0.30139 2.24669 -0.90494
N 1.20152 1.27951 -1.11034
C 2.50580 1.55055 -1.67121
C 2.25184 1.87900 -3.14329
C 0.84727 -0.01792 -1.08679
H -0.78313 0.03282 3.97944
H 0.59907 -0.47393 2.97353
H -2.95015 -2.34920 3.11574
H -2.83375 -2.04901 1.38904
H -2.94495 -0.73246 2.47585
H -0.82214 -3.45428 1.21405
H 0.72942 -2.44110 1.43008
H -1.69287 -2.02396 -0.45701
H 0.13526 -2.44722 -0.70734
H -2.25575 0.30867 0.25112
H -1.68685 2.83265 -0.13272
H 0.60089 3.28384 -1.16883
H 2.99204 2.39446 -1.19151
H 3.13688 0.69820 -1.48676
H 3.19421 2.03937 -3.67640
H 1.76583 2.80463 -3.33234
H 1.55494 1.14378 -3.60653
H 1.59455 -0.64689 -1.39655

As for the SMILES: C=C(C)CCc1ccc[n+](CC)c1. As for the energy above the lowest of the compared OMol25 structures with the same formula, charge and spin: 53.0 kcal per mole. As for the spin multiplicity: 1. The value obtained for the gap between HOMO and LUMO is 0.289 Eh. As for the total charge: +1.

***

# 3
The following is a DFT calculation (ωB97M-V with the def2-TZVPD basis set) of a 2-piece molecular cluster, C4H10O2 overall.

CARTESIAN COORDINATES (ANGSTROEM)
C 2.54778 0.00646 0.52831
O 2.29503 -0.39724 -0.68636
C 1.34138 -1.16548 -1.09661
C -0.52965 0.99893 -0.03764
O -1.24240 -0.13955 0.38232
C -2.62296 0.10863 0.39324
H 3.42571 0.62453 0.63092
H 0.52886 0.85220 0.19911
H 2.00894 -0.44980 1.35180
H 1.28793 -1.29642 -2.16618
H 0.62117 -1.55726 -0.38561
H -0.86637 1.89452 0.50631
H -0.65104 1.17326 -1.11731
H -2.87002 0.90162 1.11746
H -2.98974 0.42512 -0.59698
H -3.13026 -0.81372 0.68559

As for the energy above the lowest of the compared OMol25 structures with the same formula, charge and spin: 116.0 kcal per mole. As for the spin multiplicity: 1. The value obtained for the gap between HOMO and LUMO (alpha / beta) is 0.308 / 0.302 Eh.

***

# 4
The following is a DFT calculation (ωB97M-V with the def2-TZVPD basis set) of C35H43AlBN8P as an isolated structure at a distorted geometry.

CARTESIAN COORDINATES (ANGSTROEM)
Al -2.02338 -16.33689 -7.25050
C -0.59309 -17.39241 -11.00748
C -1.87966 -18.19664 -10.86818
C -1.73968 -19.55586 -10.19759
C -2.94025 -17.38505 -10.20824
C -4.14179 -17.12401 -10.87441
C -4.87634 -16.33428 -10.02094
N -4.16596 -16.13884 -8.91410
N -2.95527 -16.78060 -8.98729
B -4.56926 -15.20564 -7.80308
N -3.52118 -14.11683 -7.74448
C -3.71002 -12.81310 -7.95030
C -2.47913 -12.19065 -7.97592
C -1.53486 -13.20352 -7.76427
N -2.18270 -14.38925 -7.63886
C -0.07464 -12.90833 -7.65998
C 0.16591 -12.09094 -6.38247
C 0.82865 -14.13033 -7.72218
N -4.60595 -16.00318 -6.52615
C -5.66584 -16.10174 -5.72634
C -5.33534 -16.90625 -4.66162
C -4.00425 -17.28925 -4.86262
N -3.55875 -16.74076 -6.03143
C -3.33009 -18.18433 -3.87142
C -3.99430 -19.56113 -3.94239
C -1.82015 -18.29103 -3.97641
H 0.22711 -18.03286 -11.36313
H -0.73221 -16.57346 -11.74626
H -0.30382 -16.91968 -10.05706
H -2.27739 -18.38387 -11.88432
H -1.31921 -19.46264 -9.19083
H -2.72854 -20.04572 -10.09940
H -1.08851 -20.22017 -10.80511
H -4.41575 -17.46995 -11.87651
H -5.86612 -15.89611 -10.12282
H -5.66848 -14.71956 -8.01844
H -4.71071 -12.40707 -8.06003
H -2.26815 -11.13230 -8.14940
H 0.14558 -12.23894 -8.52530
H -0.12545 -12.66942 -5.48527
H 1.23793 -11.83359 -6.28398
H -0.42411 -11.15561 -6.38389
H 1.13047 -14.45444 -6.71239
H 0.33129 -14.96668 -8.24541
H 1.75344 -13.88916 -8.28451
H -6.59661 -15.59184 -5.98260
H -5.97618 -17.19154 -3.82410
H -3.57840 -17.74884 -2.87932
H -3.83076 -20.02888 -4.93378
H -3.56352 -20.22698 -3.16892
H -5.08889 -19.48415 -3.76502
H -1.50292 -18.38412 -5.02706
H -1.32346 -17.41316 -3.52655
H -1.45963 -19.18947 -3.43658
N 0.78222 -17.28080 -6.15035
P -0.06316 -17.95416 -7.48095
C -0.33040 -19.66838 -6.90832
C 0.75562 -20.49777 -6.64126
C 0.54103 -21.80056 -6.21425
C -0.75173 -22.27287 -6.02700
C -1.83455 -21.44695 -6.28536
C -1.62871 -20.15295 -6.73444
C 1.36724 -18.14614 -8.60747
C 2.28610 -17.10296 -8.74357
C 3.33439 -17.20607 -9.64368
C 3.50090 -18.35491 -10.39904
C 2.61348 -19.40666 -10.24056
C 1.54190 -19.30338 -9.36725
C 0.27192 -16.33731 -5.31677
C 0.98909 -15.91754 -4.18376
C 0.42107 -14.98722 -3.33970
C -0.84610 -14.47812 -3.64679
C -1.47406 -14.91881 -4.78149
N -0.92796 -15.83353 -5.61829
H 1.69310 -17.66430 -5.88202
H 1.78275 -20.13201 -6.78996
H 1.40391 -22.45076 -6.02870
H -0.91237 -23.29785 -5.68944
H -2.85910 -21.82367 -6.15250
H -2.47972 -19.50286 -6.96537
H 2.18387 -16.20590 -8.12920
H 4.03443 -16.37240 -9.74180
H 4.32746 -18.42606 -11.11098
H 2.74866 -20.33118 -10.81129
H 0.84719 -20.14728 -9.27337
H 1.97942 -16.34509 -3.97997
H 0.95672 -14.65382 -2.43860
H -1.34257 -13.74940 -2.99551
H -2.45777 -14.54066 -5.05672

As for the energy above the lowest of the compared OMol25 structures with the same formula, charge and spin: 0.0 kcal per mole. As for the spin multiplicity: 1. The value obtained for the gap between HOMO and LUMO is 0.325 Eh. As for the total charge: +2.

***

# 5
The following is a DFT calculation (ωB97M-V with the def2-TZVPD basis set) of C27H50AsCrN3O2Si2 as an isolated structure at a distorted geometry.

CARTESIAN COORDINATES (ANGSTROEM)
Cr -0.29594 -0.34857 0.12104
C 2.69060 -1.02510 0.01743
N 1.78089 0.06503 -0.38176
C 1.89589 0.24906 -1.84338
C 2.14132 1.31877 0.31845
C 1.14958 2.41861 0.01169
N -0.22924 2.01323 0.33146
C -0.53803 2.32826 1.73902
C -1.18432 2.75224 -0.51426
H 3.73044 -0.74102 -0.17597
H 2.44430 -1.91874 -0.55007
H 2.56266 -1.24267 1.06657
H 2.89784 0.60907 -2.10274
H 1.15860 0.96320 -2.21054
H 1.72177 -0.70192 -2.33785
H 3.14620 1.64000 0.02160
H 2.16062 1.10524 1.38497
H 1.19428 2.67550 -1.04556
H 1.42678 3.32138 0.56652
H -0.46599 3.41014 1.90815
H 0.14306 1.81043 2.40581
H -1.54956 1.99556 1.96514
H -1.06819 3.83331 -0.36764
H -2.20072 2.46405 -0.25140
H -1.02987 2.51230 -1.56270
C 3.52198 -0.72669 3.32769
Si 1.77828 -0.30151 3.87605
C 1.56635 -1.25659 5.47189
C 1.90596 1.52169 4.27690
As 0.06381 -1.12022 2.49644
Si -1.72561 -0.47602 3.89757
C -2.13558 -1.99458 4.90244
C -3.24997 0.10008 2.97612
C -1.45034 0.87614 5.16931
H 4.17224 -0.52560 4.18792
H 3.88347 -0.12059 2.49116
H 3.63732 -1.78437 3.06065
H 2.47712 -1.19016 6.07793
H 1.37412 -2.30999 5.24582
H 0.72978 -0.89321 6.07476
H 2.70738 1.63870 5.01691
H 0.98884 1.93907 4.69716
H 2.17667 2.12200 3.39903
H -2.28703 -2.88259 4.28194
H -3.03480 -1.82586 5.50505
H -1.30316 -2.21442 5.58012
H -3.20838 -0.12335 1.90509
H -3.37374 1.18189 3.10803
H -4.14008 -0.38398 3.40100
H -0.61445 0.68934 5.84846
H -2.36876 0.92073 5.76894
H -1.30455 1.86037 4.70884
C -4.29609 -3.27999 -2.70958
O -4.53193 -2.46012 -1.58109
C -3.93981 -2.80777 -0.41313
C -3.13877 -3.93379 -0.25611
C -2.60284 -4.25992 0.98678
C -2.86107 -3.45230 2.07847
C -3.63437 -2.31018 1.91041
C -4.17961 -1.96703 0.68307
N -4.98409 -0.81629 0.59758
C -5.03479 0.11130 -0.42410
C -4.02508 0.28588 -1.41126
C -4.37857 0.81293 -2.66898
C -3.48700 0.89556 -3.72830
C -2.19592 0.40691 -3.56850
C -1.80996 -0.08003 -2.32294
C -2.66171 -0.07128 -1.21008
O -2.20013 -0.37646 0.00692
H -4.87455 -2.84788 -3.52044
H -4.62395 -4.30788 -2.53620
H -3.23826 -3.27907 -2.98535
H -2.93746 -4.57530 -1.10195
H -1.98414 -5.14366 1.08636
H -2.44257 -3.68423 3.05117
H -3.81093 -1.64188 2.74693
H -5.43108 -0.56061 1.46075
H -5.96846 0.65750 -0.51509
H -5.40906 1.12710 -2.80971
H -3.80776 1.29567 -4.68130
H -1.50132 0.39210 -4.40147
H -0.80771 -0.49023 -2.20363
C -0.12958 -2.22355 -0.70414
H 0.12722 -2.98514 0.03434
H 0.59711 -2.28680 -1.52427
H -1.11485 -2.47269 -1.10999

As for the energy above the lowest of the compared OMol25 structures with the same formula, charge and spin: 22.1 kcal per mole. As for the spin multiplicity: 5. The value obtained for the gap between HOMO and LUMO (alpha / beta) is 0.196 / 0.275 Eh.